(1)
C27H39O5Yb | ωB97M-V with the def2-TZVPD basis set

Summary:
2S+1 = 2
<S²> = 0.754
Net charge = -2
Orbital gap (alpha / beta) = 2.346 / 2.343 eV
LUMO energy (alpha / beta) = 3.62 / 3.62 eV

XYZ file:
```
72
C27H39O5Yb | the Open Molecules 2025 dataset | ωB97M-V with the def2-TZVPD basis set
C 0.3809 -0.2749 -7.1849
C 0.2065 -0.9394 -5.8052
C -0.0194 1.2004 -7.0511
C -0.8305 1.3638 -5.7240
H -0.6538 1.4776 -7.8997
H 0.8773 1.8378 -7.0441
C -0.9045 -0.1596 -5.1284
H 1.1605 -0.8612 -5.2583
H -0.0550 -2.0086 -5.9049
C -1.2626 -0.7696 -3.7071
H -1.8019 -0.4511 -5.7099
H -1.8819 1.6296 -5.9748
C -0.2926 2.5234 -4.9608
C 1.7951 -0.4594 -7.6954
C -0.4218 -0.9080 -8.3205
O -0.9984 -0.2840 -9.1949
O 2.7672 -0.6056 -6.9689
O 1.8567 -0.4674 -9.0357
O -0.3965 -2.2487 -8.3081
C -1.0338 -2.7952 -9.4683
H -0.8914 -3.8696 -9.3812
H -0.5565 -2.4013 -10.3703
H -2.0957 -2.5328 -9.4787
C 3.1642 -0.7275 -9.5400
H 3.9008 -0.0370 -9.1138
H 3.0770 -0.5938 -10.6157
H 3.4591 -1.7567 -9.3004
O -0.6556 -0.4495 -2.5197
H -1.0718 -1.8454 -3.8509
H -2.3581 -0.6177 -3.6355
C -1.2365 3.2440 -4.0638
C 1.1552 2.4636 -4.6256
H 1.7660 3.1820 -5.2034
H 1.5230 1.4439 -4.8501
H 1.2753 2.7031 -3.5494
H -0.6910 3.4589 -3.1222
H -2.1192 2.5940 -3.8758
H -1.5953 4.2063 -4.4782
Yb -0.4079 0.5800 -0.9055
C -2.4793 0.0148 0.7567
C -3.1381 -0.1110 -0.4980
C -2.7062 -1.3264 -1.0968
H -3.8580 0.5868 -0.9298
C -1.7016 -1.8997 -0.2704
C -1.5602 -1.0856 0.8814
H -0.8908 -1.2799 1.7244
H -2.6756 0.7772 1.5102
H -3.0930 -1.7539 -2.0220
H -1.1222 -2.7920 -0.5092
C 2.1275 1.1257 -0.4072
C 1.7334 0.0810 0.4868
C 1.5579 -1.1055 -0.2785
H 1.6064 0.1720 1.5666
C 1.8500 -0.8012 -1.6328
C 2.2233 0.5685 -1.7135
H 2.6130 1.0646 -2.6025
H 2.3335 2.1641 -0.1269
H 1.2948 -2.0884 0.1130
H 1.8620 -1.5178 -2.4591
C -0.8672 4.0016 3.4458
C 0.1253 3.4076 2.4217
C 1.3439 2.7883 3.1280
C -0.4917 2.3902 1.5575
H -1.2458 3.2304 4.1285
H -1.7229 4.4488 2.9296
H -0.3908 4.7854 4.0458
H 0.4498 4.2340 1.7627
H 1.0375 1.9249 3.7342
H 2.0857 2.4475 2.3975
H 1.8259 3.5178 3.7878
H -1.2383 2.7116 0.8287
H -0.6119 1.4048 2.0074
```

Results of the Mulliken charge analysis, in e, for atoms 1 through 8: 3.651, -1.682, -1.742, 0.617, 0.389, 0.201, 0.798, 0.178

(2)
C3H6N4O | ωB97M-V with the def2-TZVPD basis set

Summary:
2S+1 = 1
Net charge = 0
Orbital gap = 10.032 eV
Energy above the lowest of the compared OMol25 structures with the same formula, charge and spin = 86.4 kcal per mole
LUMO energy = 0.80 eV

XYZ file:
```
14
C3H6N4O | the Open Molecules 2025 dataset | ωB97M-V with the def2-TZVPD basis set
H -1.7840 0.0495 1.2230
N -1.3162 -0.8275 1.4014
C -0.3300 -1.1106 0.6618
N 0.4232 -2.2587 0.7896
C 1.3531 -2.1917 -0.0869
O 1.3937 -1.0977 -0.8593
N 0.2398 -0.3527 -0.4151
N 0.5043 1.0284 -0.3304
C -0.6721 1.9064 -0.6179
H 2.0994 -2.9256 -0.2254
H 0.9261 1.2105 0.5806
H -0.3104 2.9985 -0.4957
H -1.0091 1.8005 -1.6510
H -1.5179 1.7707 0.0253
```

Results of the Mulliken charge analysis, in e, for atoms 1 through 8: 0.266, -0.663, 0.446, -0.500, 0.092, -0.341, 0.293, -0.402

(3)
C30H39FGeN4OPtS | ωB97M-V with the def2-TZVPD basis set

Summary:
2S+1 = 5
<S²> = 6.079
Net charge = 0
Orbital gap (alpha / beta) = 6.897 / 5.075 eV
LUMO energy (alpha / beta) = -0.17 / -2.51 eV

XYZ file:
```
78
C30H39FGeN4OPtS | the Open Molecules 2025 dataset | ωB97M-V with the def2-TZVPD basis set
Pt -0.1304 -0.0586 -0.0888
N -2.5632 0.9947 -3.6543
C -1.6767 0.5969 -2.7217
S -2.2700 -0.3508 -1.4154
N -0.4273 0.9775 -2.9155
N 0.4878 0.4737 -2.0933
C 1.7175 0.7104 -2.4974
C 2.8926 0.1477 -1.9793
C 4.1185 0.4872 -2.6030
C 5.2983 -0.0595 -2.1968
C 5.3084 -0.9839 -1.1206
C 4.1594 -1.3463 -0.4920
C 2.8872 -0.8159 -0.8922
O 1.8396 -1.2005 -0.3146
H -3.5289 0.7476 -3.5558
H -2.2419 1.5253 -4.4459
H 1.8122 1.3506 -3.3731
H 4.0952 1.1952 -3.4232
H 6.2235 0.1997 -2.6926
H 6.2534 -1.3953 -0.7887
H 4.1612 -2.0506 0.3296
C -2.6081 3.0110 -0.1957
C -2.8185 2.4216 1.2030
C -4.0615 3.0485 1.8454
C -1.5882 2.6066 2.0661
C -1.2945 3.8505 2.6120
C -0.2087 4.0243 3.4482
C 0.5722 2.9355 3.7995
C 0.3217 1.6758 3.2740
C 1.1287 0.4747 3.7332
C 2.3799 0.2715 2.8703
C 1.5074 0.5694 5.2141
C -0.7388 1.5285 2.3537
N -0.9770 0.2584 1.7497
C -1.8196 -0.5931 2.4337
C -2.5025 -0.1700 3.5942
C -3.3403 -1.0152 4.2940
C -3.5415 -2.3218 3.8764
C -2.8729 -2.7850 2.7532
C -2.0334 -1.9416 2.0654
F -1.3639 -2.4550 1.0225
H -3.5338 2.9384 -0.7704
H -1.8281 2.4713 -0.7317
H -2.3236 4.0642 -0.1275
H -3.0059 1.3519 1.0952
H -4.0310 4.1380 1.7850
H -4.1542 2.7663 2.8953
H -4.9563 2.7136 1.3184
H -1.9308 4.6955 2.3773
H 0.0077 5.0032 3.8576
H 1.3827 3.0706 4.5053
H 0.5045 -0.4112 3.6159
H 2.9319 1.2074 2.7524
H 2.1074 -0.0986 1.8835
H 3.0359 -0.4705 3.3310
H 2.3319 1.2670 5.3731
H 1.8263 -0.4106 5.5719
H 0.6541 0.8868 5.8151
H -2.3462 0.8429 3.9406
H -3.8417 -0.6473 5.1800
H -4.1998 -2.9780 4.4289
H -2.9878 -3.8052 2.4124
C 4.4725 2.5337 0.4303
Ge 3.0050 3.8073 0.0857
C 3.1799 4.6737 -1.6877
C 3.0103 5.2431 1.4475
C 1.3280 2.8798 0.1260
H 5.2547 2.6270 -0.3234
H 4.0978 1.5103 0.4097
H 4.9258 2.7128 1.4058
H 4.2013 5.0124 -1.8645
H 2.5141 5.5359 -1.7323
H 2.9011 3.9800 -2.4813
H 3.8950 5.8731 1.3474
H 2.9977 4.8139 2.4492
H 2.1217 5.8634 1.3281
H 0.3789 3.3786 -0.0173
H 1.2752 1.8138 0.3666
```

Results of the Mulliken charge analysis, in e, for atoms 1 through 8: 1.654, -0.376, 0.660, -0.522, -1.226, 0.595, -0.719, 0.977

(4)
CH3NS2 | ωB97M-V with the def2-TZVPD basis set

Summary:
2S+1 = 1
Net charge = 0
Orbital gap (alpha / beta) = 6.842 / 6.842 eV
Energy above the lowest of the compared OMol25 structures with the same formula, charge and spin = 81.6 kcal per mole
LUMO energy (alpha / beta) = -1.32 / -1.32 eV

XYZ file:
```
7
CH3NS2 | the Open Molecules 2025 dataset | ωB97M-V with the def2-TZVPD basis set
N -1.4587 0.2969 0.1447
S 0.0785 0.8724 -0.2076
C 1.0191 -0.4266 -0.3888
S 3.1083 -0.1719 0.0710
H -2.2042 1.0016 0.0583
H -1.3622 -0.1113 1.0639
H 0.8193 -1.4609 -0.7416
```

Charge distribution, Mulliken scheme, values in e: -0.525, 0.193, -0.314, -0.287, 0.276, 0.295, 0.362

(5)
C17H23BFIN2O6S | ωB97M-V with the def2-TZVPD basis set

Summary:
2S+1 = 1
Net charge = 0
Orbital gap = 7.180 eV
Energy above the lowest of the compared OMol25 structures with the same formula, charge and spin = 172.8 kcal per mole
LUMO energy = -1.59 eV

XYZ file:
```
52
C17H23BFIN2O6S | the Open Molecules 2025 dataset | ωB97M-V with the def2-TZVPD basis set
O 3.0291 -5.8869 2.7115
S 2.2975 -5.3818 1.4813
O 2.8933 -5.8982 0.2071
F 0.7172 -5.9912 1.6372
C 2.2011 -3.5130 1.5402
N 0.8904 -2.9520 1.5599
C 0.8939 -1.5183 1.6502
C -0.5225 -0.8054 1.6858
C -1.9232 -1.5773 1.5819
C -2.1438 -2.7208 2.6854
C -3.3392 -3.6853 2.1278
I -2.6730 -4.9167 0.4233
C -0.6128 0.7588 1.8204
C 0.7014 1.6062 1.9311
C 2.0614 0.8729 1.8570
C 2.2129 -0.7025 1.7099
N 3.5604 -1.2086 1.6468
C 3.4883 -2.6347 1.5639
B 4.9338 -3.4335 1.4850
O 5.7355 -3.5087 0.2828
O 5.4572 -4.0592 2.6624
H -2.7779 -0.8102 1.7298
H -2.0386 -1.9527 0.4982
H -1.2492 -3.4119 2.8517
H -2.4263 -2.3043 3.7276
H -4.1921 -2.9800 1.8025
H -3.7212 -4.4051 2.9473
H -1.6409 1.2554 1.8540
H 0.6731 2.7555 2.0412
H 3.0078 1.5192 1.9276
H 5.1198 -3.8000 -0.4294
H 6.2351 -4.5865 2.3550
C -2.7202 1.1860 -2.0927
C -3.1445 2.0783 -0.9578
C -3.1700 3.5605 -1.2155
O -3.4552 1.6182 0.1278
H -2.7488 0.1442 -1.7643
H -3.4039 1.3063 -2.9357
H -1.6996 1.4301 -2.3954
H -3.8736 3.7856 -2.0197
H -2.1692 3.9078 -1.4795
H -3.4945 4.0800 -0.3106
C -0.4620 5.8639 -4.9200
C -0.0752 4.8153 -3.9116
C 1.2754 4.9455 -3.2592
O -0.8259 3.8969 -3.6342
H -1.4592 5.6431 -5.3074
H -0.4807 6.8472 -4.4451
H 0.2457 5.8586 -5.7518
H 1.3338 5.8881 -2.7105
H 2.0602 4.8995 -4.0171
H 1.4189 4.1217 -2.5562
```

Results of the Mulliken charge analysis, in e, for atoms 1 through 8: -0.536, 1.176, -0.569, -0.232, -0.076, -0.148, 0.332, 0.212

Repeat the second record exactly.
C3H6N4O | ωB97M-V with the def2-TZVPD basis set

Summary:
2S+1 = 1
Net charge = 0
Orbital gap = 10.032 eV
Energy above the lowest of the compared OMol25 structures with the same formula, charge and spin = 86.4 kcal per mole
LUMO energy = 0.80 eV

XYZ file:
```
14
C3H6N4O | the Open Molecules 2025 dataset | ωB97M-V with the def2-TZVPD basis set
H -1.7840 0.0495 1.2230
N -1.3162 -0.8275 1.4014
C -0.3300 -1.1106 0.6618
N 0.4232 -2.2587 0.7896
C 1.3531 -2.1917 -0.0869
O 1.3937 -1.0977 -0.8593
N 0.2398 -0.3527 -0.4151
N 0.5043 1.0284 -0.3304
C -0.6721 1.9064 -0.6179
H 2.0994 -2.9256 -0.2254
H 0.9261 1.2105 0.5806
H -0.3104 2.9985 -0.4957
H -1.0091 1.8005 -1.6510
H -1.5179 1.7707 0.0253
```

Results of the Mulliken charge analysis, in e, for atoms 1 through 8: 0.266, -0.663, 0.446, -0.500, 0.092, -0.341, 0.293, -0.402